Entry 1:
Below is a molecular structure, C11H21N3O5SW, with properties calculated with wB97M-V/def2-TZVPD.

CARTESIAN COORDINATES (ANGSTROEM)
1 W -0.40027 -0.92863 0.36519
2 O -1.69364 -2.54145 0.85342
3 C -0.91843 -3.74842 1.21480
4 C 0.21708 -3.39814 2.15945
5 N 1.05547 -2.25002 1.69860
6 C 1.45576 -1.38461 2.82003
7 C 0.28245 -0.50442 3.21687
8 O -0.01097 -0.09771 4.27918
9 O -0.45842 -0.17099 2.07443
10 C 2.17822 -2.53216 0.73694
11 C 1.60022 -1.68624 -0.37676
12 O 1.69866 -0.43737 -0.43119
13 O 0.51930 -2.22476 -0.88203
14 H -2.55764 -2.49525 1.28774
15 H -0.56709 -4.14422 0.26612
16 H -1.58217 -4.47068 1.68474
17 H 0.83419 -4.28855 2.30628
18 H -0.18292 -3.11813 3.13536
19 H 2.23810 -0.70554 2.47157
20 H 1.83148 -1.94057 3.67926
21 H 2.23284 -3.58263 0.46481
22 H 3.13148 -2.18058 1.11900
23 C 1.18323 2.49802 -2.47183
24 N -0.01098 1.64166 -2.39576
25 C -0.02570 0.51997 -3.33900
26 C -0.92007 1.78396 -1.44509
27 S -1.84964 0.35231 -0.89941
28 N -1.21515 2.94838 -0.88687
29 C -1.99574 3.05888 0.35761
30 C -1.00640 4.23082 -1.58168
31 H 2.03965 1.83828 -2.60405
32 H 1.30607 3.04421 -1.54167
33 H 1.13163 3.18928 -3.31116
34 H 0.39290 0.88055 -4.27632
35 H -1.04242 0.18625 -3.52206
36 H 0.58546 -0.30280 -2.97024
37 H -1.68930 2.30228 1.07168
38 H -3.06131 2.97439 0.14444
39 H -1.79166 4.04036 0.77750
40 H -0.83344 4.05507 -2.63761
41 H -0.17717 4.78393 -1.14413
42 H -1.92366 4.80526 -1.46817

Force components x, y, z for each atom (eV/Å):
-0.30 -0.46 0.35
0.17 0.16 0.08
0.04 -0.02 -0.06
0.19 -0.02 0.04
-0.19 -0.11 -0.09
0.10 0.16 0.00
-0.03 0.02 0.02
0.09 -0.08 -0.05
0.12 0.05 -0.45
0.07 -0.06 0.13
0.04 0.19 0.17
0.10 0.10 -0.18
-0.19 0.18 0.05
-0.08 -0.04 -0.17
-0.02 -0.04 0.01
-0.07 0.05 -0.03
-0.03 -0.01 0.01
-0.05 -0.02 -0.02
0.03 -0.01 0.07
-0.05 -0.01 0.00
-0.03 0.00 0.02
0.00 0.00 -0.02
-0.08 -0.08 0.01
0.08 0.14 0.02
-0.01 0.07 0.02
-0.16 0.16 0.16
0.04 -0.10 0.10
0.08 -0.11 -0.10
0.09 0.01 -0.15
-0.02 -0.13 0.03
0.01 0.02 -0.01
0.02 0.02 -0.02
0.03 0.00 -0.01
-0.01 -0.04 -0.02
0.02 -0.04 0.01
0.02 -0.05 -0.01
-0.04 -0.03 0.05
0.00 -0.01 0.05
-0.01 -0.02 0.04
0.00 0.05 -0.02
-0.01 0.04 -0.03
0.03 0.04 -0.02

LUMO energy (alpha / beta): -7.774 / -7.879 eV
Total energy: -1436.937066 Eh
Charge: +2
HOMO (alpha / beta): -15.31 / -15.33 eV



Entry 2:
Below is 2 unconnected molecules or ions with the total composition C11H21O2 at a distorted geometry, with properties calculated with wB97M-V/def2-TZVPD.

CARTESIAN COORDINATES (ANGSTROEM)
1 C 0.98873 -1.38577 -0.93510
2 C 1.04616 -0.34479 -2.05591
3 C -0.40983 -1.53040 -0.27748
4 C -0.95292 1.01780 -0.10746
5 C 0.35814 1.15297 1.85736
6 C 0.36124 1.64762 0.40601
7 C 1.61231 1.02041 -1.58531
8 C -0.89531 -0.34577 0.48682
9 C 3.08941 1.13195 -1.95108
10 C -3.73982 -1.40744 0.40359
11 C -1.00560 -0.55410 2.91433
12 O 1.53561 1.15403 -0.16487
13 O -0.20075 -0.19508 1.77766
14 H 1.22687 -2.36756 -1.34256
15 H 1.73403 -1.14725 -0.17783
16 H 1.69880 -0.71687 -2.84560
17 H 0.05961 -0.22704 -2.50608
18 H -1.12687 -1.74723 -1.06946
19 H -0.37345 -2.39502 0.38770
20 H -1.78432 1.60592 0.28828
21 H -1.03900 0.99732 -1.18780
22 H 1.37262 1.06452 2.24904
23 H -0.25666 1.78349 2.50179
24 H 0.32718 2.74496 0.34511
25 H 1.06356 1.84740 -2.05571
26 H 3.19791 1.11574 -3.03207
27 H 3.64054 0.30094 -1.52253
28 H 3.50625 2.05955 -1.57066
29 H -3.54410 -2.27125 0.99883
30 H -3.68172 -1.48034 -0.66084
31 H -4.21791 -0.55753 0.84142
32 H -1.35146 -1.57455 2.76723
33 H -0.37737 -0.50761 3.80251
34 H -1.86190 0.11097 3.02070

Force components x, y, z for each atom (eV/Å):
-0.21 0.00 -0.01
0.08 0.14 0.16
0.34 -0.08 0.24
0.18 0.04 0.38
0.95 1.41 -0.31
-0.22 0.02 0.25
0.18 -0.05 -0.48
-0.43 -0.47 -1.30
-0.44 0.19 0.19
0.48 0.33 0.08
-0.53 -0.69 1.06
0.07 -0.08 0.24
-0.13 0.09 -0.25
0.01 -0.03 0.04
0.05 -0.17 0.02
-0.05 0.05 -0.04
-0.03 -0.03 -0.08
-0.14 0.03 0.10
-0.15 -0.08 0.00
-0.05 0.00 0.00
-0.02 -0.05 -0.03
-0.18 -0.09 0.00
-0.13 -0.26 -0.01
-0.05 -0.15 0.14
0.02 -0.06 0.08
0.04 -0.04 -0.08
0.12 -0.16 0.04
0.06 0.09 0.03
0.06 -0.36 0.24
0.03 -0.03 -0.37
-0.20 0.27 0.16
0.10 0.07 -0.11
0.09 0.05 -0.16
0.10 0.11 -0.23

LUMO energy (alpha / beta): -4.100 / -3.105 eV
Total energy: -581.781647 Eh
Charge: +1
HOMO (alpha / beta): -12.23 / -12.64 eV



Entry 3:
Below is 2 unconnected molecules or ions with the total composition C11H22BF2N4O4P at a distorted geometry, with properties calculated with wB97M-V/def2-TZVPD.

CARTESIAN COORDINATES (ANGSTROEM)
1 C -0.40110 -2.48096 0.47683
2 C 0.46967 -1.39497 -0.15943
3 P -0.16296 -0.65982 -1.73267
4 C 1.41415 -0.02958 -2.41819
5 C -0.99238 0.95162 -1.07923
6 C -2.48002 1.01499 -1.41581
7 C -3.29789 -0.18162 -0.89769
8 C -4.37739 0.17406 0.14504
9 N -4.20046 -0.58342 1.39422
10 C -0.31670 2.24799 -1.57202
11 N 0.65900 2.57805 -0.51576
12 C 0.29372 1.87890 0.58398
13 N 1.01473 1.90113 1.69181
14 N -0.80474 1.11656 0.41094
15 H -0.32626 -3.40786 -0.08764
16 H -1.44987 -2.19988 0.59094
17 H -0.02221 -2.69904 1.47705
18 H 0.76464 -0.64657 0.58170
19 H 1.42380 -1.84427 -0.44858
20 H 1.23962 0.63114 -3.26560
21 H 2.06284 0.45128 -1.68897
22 H 1.95806 -0.90554 -2.77095
23 H -2.57487 1.10868 -2.49961
24 H -2.87192 1.93813 -0.97832
25 H -2.64576 -0.92563 -0.44217
26 H -3.77761 -0.66211 -1.74951
27 H -5.36812 -0.03520 -0.25670
28 H -4.35020 1.24923 0.34932
29 H -5.08123 -0.94986 1.72933
30 H -3.85735 0.01798 2.13218
31 H 0.13628 2.19098 -2.55565
32 H -1.05716 3.05319 -1.62791
33 H 0.78153 3.56905 -0.35043
34 H 0.68826 1.44905 2.53006
35 H 1.95095 2.27424 1.68876
36 H -0.65932 0.22919 0.88539
37 B 4.25714 -0.69334 2.42928
38 O 4.37733 -0.01902 1.08117
39 C 4.06484 -0.85249 0.12550
40 O 3.99521 -0.60932 -1.05184
41 C 3.70330 -2.22230 0.77650
42 O 3.30081 -3.18100 0.17036
43 O 3.81660 -2.09367 2.07345
44 F 3.24965 -0.05293 3.15211
45 F 5.45340 -0.69500 3.08874

Force components x, y, z for each atom (eV/Å):
0.17 0.08 0.30
0.26 -0.33 -0.18
-0.23 0.07 0.04
0.01 0.01 0.12
-0.06 0.56 0.13
-0.01 -0.29 0.14
-0.21 0.22 -0.17
0.15 0.01 0.21
-0.09 0.08 0.08
-0.36 0.40 -0.03
-0.73 -0.08 0.08
0.36 0.06 0.10
-0.42 0.22 -0.04
0.97 -0.20 -0.34
-0.18 0.04 -0.12
0.00 -0.05 -0.08
0.03 -0.05 -0.01
0.21 -0.07 -0.08
-0.05 -0.07 -0.05
0.02 -0.11 -0.09
-0.03 0.09 -0.04
0.02 0.01 -0.06
0.05 -0.01 -0.01
-0.01 0.04 -0.08
-0.03 -0.03 -0.07
0.09 -0.16 0.03
0.00 -0.02 -0.03
-0.04 0.01 -0.06
0.01 -0.05 -0.05
0.07 -0.04 -0.02
0.21 -0.20 0.11
-0.07 -0.07 0.07
0.55 -0.08 -0.08
0.17 -0.16 0.01
0.07 -0.05 0.02
-0.71 0.03 0.17
-0.06 -0.20 -0.21
0.01 0.18 0.17
-0.08 -0.31 -0.05
0.10 0.01 0.08
-0.21 0.13 -0.13
0.10 0.05 0.06
0.13 0.19 0.11
-0.15 0.11 0.01
-0.03 0.04 0.05

LUMO energy: -0.478 eV
Total energy: -1518.489045 Eh
Charge: 0
HOMO: -9.09 eV



Entry 4:
Below is a molecular structure, C11H22N2O3S at a distorted geometry, with properties calculated with wB97M-V/def2-TZVPD.

CARTESIAN COORDINATES (ANGSTROEM)
1 C -1.66567 -1.06745 0.01385
2 C -0.74138 -0.20924 -0.87096
3 C -0.75673 -2.23746 0.69699
4 C -1.70895 -2.90815 1.78328
5 C 0.32784 -3.23865 3.39033
6 C 0.83907 1.45534 -1.18993
7 C 2.28169 1.13149 -0.48512
8 C 0.72383 2.77948 -1.73656
9 C -0.54013 2.72017 -2.66577
10 C 0.57614 3.82507 -0.50542
11 C 0.66612 5.18459 -0.96732
12 H -3.74371 -0.94404 -0.24645
13 H -2.45724 -1.22246 -2.08600
14 H -2.26346 -0.41129 0.79093
15 H 0.31741 -1.80655 1.00370
16 H -0.43299 -2.82771 -0.09469
17 H -1.76173 -1.99657 2.50263
18 H -2.55199 -3.22464 1.27598
19 H 0.94714 -3.76123 4.19416
20 H -0.20755 -2.68757 4.06299
21 H 0.85544 -2.63437 2.59326
22 H -0.45895 1.34994 0.64185
23 H 1.08090 0.76204 -2.02082
24 H 1.68107 2.98280 -2.35104
25 H -0.66470 3.62541 -3.36020
26 H -1.57234 2.63199 -2.14087
27 H -0.35002 1.85729 -3.33244
28 H 1.30817 3.52239 0.18016
29 H -0.48764 3.74300 -0.07137
30 H 1.66506 5.52486 -1.48781
31 H 0.42760 5.75147 -0.08695
32 H -0.13123 5.53954 -1.80198
33 H 3.37216 0.06728 0.87914
34 N -2.68833 -1.65041 -0.82732
35 N -0.24319 0.94741 -0.36267
36 O -0.49525 -0.53587 -2.06195
37 O 3.34090 1.46576 -1.12223
38 O 2.35213 0.52121 0.71999
39 S -0.97775 -4.19628 2.76370

Force components x, y, z for each atom (eV/Å):
0.93 0.87 1.05
-0.57 -0.35 -1.09
-0.02 2.74 0.94
4.13 3.50 1.09
2.48 -0.54 0.37
3.66 -3.13 2.25
3.69 2.35 -2.29
-0.79 3.04 0.08
-0.61 1.20 -0.82
-2.56 -2.94 -2.97
0.28 3.88 -3.22
3.46 -2.88 -3.31
-0.95 -1.43 5.06
2.16 -1.12 -0.97
-2.66 -0.51 0.11
-0.09 -1.66 -1.53
-1.09 -1.50 -0.98
-1.98 -0.45 -0.57
-0.19 0.04 -1.89
-1.07 2.86 1.47
-0.24 -0.94 1.43
0.74 -1.50 -3.02
-1.09 0.16 0.44
-1.57 -0.07 1.00
0.45 -1.11 1.11
1.98 -0.15 -0.57
-0.62 0.35 0.28
1.04 0.01 1.36
1.56 -0.45 -0.37
-1.61 -0.79 1.44
0.32 1.24 0.13
1.48 -1.27 1.98
-4.05 2.31 -1.03
-4.00 3.32 -1.97
0.02 0.50 1.25
-0.83 -0.01 2.55
-4.06 -1.54 2.45
2.92 -1.84 -0.12
-0.65 -2.19 -1.12

LUMO energy: 0.112 eV
Total energy: -1165.528415 Eh
Charge: 0
HOMO: -8.38 eV



Entry 5:
Below is a gas-phase ion, C11H22N3O (charge +1) at a distorted geometry, with properties calculated with wB97M-V/def2-TZVPD.

CARTESIAN COORDINATES (ANGSTROEM)
1 C 1.39477 0.34939 2.72058
2 C 1.42296 -0.88586 -1.13794
3 C 0.42147 -1.68036 -0.27891
4 C 0.83955 1.63052 -0.72424
5 C 0.65918 0.39514 -1.63249
6 C -0.93724 -1.07816 -0.42723
7 C -0.86090 -0.15255 -1.61369
8 C 0.40587 1.28612 0.65204
9 C -2.13519 -1.29883 0.43344
10 C -0.99480 -1.12506 -2.85349
11 C -1.81768 1.02613 -1.57818
12 N 2.35122 -0.11839 3.56700
13 N 0.19805 0.52629 3.33252
14 N 1.50070 0.87925 1.50650
15 O -0.53866 2.13112 1.23143
16 H 2.45975 -0.79404 -0.56863
17 H 1.62210 -1.45293 -1.95036
18 H 0.53391 -2.74509 -0.55597
19 H 0.94639 -1.74888 0.73252
20 H 1.95285 1.85586 -0.90878
21 H 0.24911 2.40700 -1.00728
22 H 0.68382 0.69199 -2.66196
23 H -2.67488 -2.12822 -0.13244
24 H -2.80650 -0.33556 0.61041
25 H -1.68776 -1.62921 1.41927
26 H -1.76669 -1.81915 -2.82475
27 H -0.09102 -1.67925 -3.19746
28 H -1.38465 -0.44433 -3.56164
29 H -1.62074 1.60372 -0.77233
30 H -2.80104 0.60481 -1.49412
31 H -1.93911 1.52670 -2.53565
32 H 2.35629 0.41817 4.39686
33 H 3.16668 -0.55965 3.22331
34 H -0.09515 -0.30404 3.78330
35 H -0.58491 1.04589 2.97241
36 H 2.32736 0.63043 0.98449
37 H -0.75510 2.97106 0.85148

Force components x, y, z for each atom (eV/Å):
-1.90 1.77 0.45
0.54 2.23 2.17
1.61 -1.09 1.41
2.78 -3.16 -0.12
-2.11 -1.14 0.87
1.43 2.59 0.82
1.54 -0.95 0.46
0.17 0.77 0.29
0.11 0.31 0.15
1.10 1.59 0.07
-1.23 -3.05 -3.00
-1.01 -0.29 -1.79
0.15 -0.45 0.20
0.03 -0.70 -0.26
0.67 -1.96 1.54
-2.01 0.33 -1.25
0.99 -1.65 -2.66
-0.60 0.14 -0.20
-1.49 0.33 -0.35
-1.44 0.22 0.91
-1.35 2.38 -1.33
1.32 0.04 -0.70
-0.10 0.85 1.33
1.37 -2.16 -0.60
-1.17 -0.05 -0.91
-1.48 -1.48 0.86
-0.51 0.85 0.35
0.23 0.56 -1.74
0.30 2.00 2.15
-0.82 -0.14 0.52
0.75 0.51 -0.02
0.35 0.02 1.11
0.90 -0.08 -0.16
-0.17 -0.62 1.13
0.34 0.35 -0.73
0.35 0.39 -0.04
0.39 0.73 -0.92

LUMO energy (alpha / beta): -3.812 / -3.007 eV
Total energy: -671.459082 Eh
Charge: +1
HOMO (alpha / beta): -9.86 / -11.22 eV



Entry 6:
Below is C11H22N4 in the gas phase at a distorted geometry, with properties calculated with wB97M-V/def2-TZVPD.

CARTESIAN COORDINATES (ANGSTROEM)
1 C -5.29639 -0.97657 -0.92889
2 C -3.91675 -1.13644 -0.30152
3 C -3.69706 -0.13789 0.83428
4 C -2.30952 -0.24027 1.48309
5 C -1.30109 0.79687 0.98349
6 C -0.93729 0.64582 -0.49314
7 C 0.20058 1.58079 -0.93009
8 C 1.57014 0.90591 -1.00990
9 H 2.29150 1.62031 -1.41227
10 H 1.51713 0.06304 -1.70408
11 C 2.09160 0.41365 0.34617
12 C 3.46982 -0.11596 0.20734
13 N 4.58875 0.54265 0.41112
14 C 5.56045 -0.35931 0.11086
15 N 5.09782 -1.53981 -0.25656
16 N 3.75485 -1.36970 -0.19559
17 H 3.13924 -2.12783 -0.43886
18 N 6.88259 -0.03009 0.12757
19 H 7.51287 -0.81281 0.18643
20 H 7.10520 0.75870 0.71227
21 H 1.44206 -0.37177 0.73660
22 H 2.11549 1.24602 1.04975
23 H -0.02293 1.97876 -1.92225
24 H 0.25728 2.42949 -0.24588
25 H -1.82337 0.86466 -1.09019
26 H -0.65546 -0.39010 -0.69469
27 H -1.71070 1.79690 1.14629
28 H -0.39796 0.71429 1.59082
29 H -2.41096 -0.10510 2.56236
30 H -1.90724 -1.24292 1.32010
31 H -4.46312 -0.31808 1.59216
32 H -3.84896 0.87639 0.45928
33 H -3.81521 -2.15113 0.09129
34 H -3.15481 -1.00246 -1.07025
35 H -5.44087 -1.69974 -1.72830
36 H -5.41298 0.02208 -1.34479
37 H -6.07475 -1.12833 -0.18402

Force components x, y, z for each atom (eV/Å):
0.23 -0.12 0.01
-0.26 0.23 0.06
0.22 -0.34 -0.03
-0.07 0.34 0.08
-0.07 -0.38 -0.09
0.05 0.35 0.19
0.01 -0.25 -0.21
-0.17 0.22 0.17
0.05 -0.07 -0.04
0.04 0.00 -0.05
-0.03 0.06 -0.31
0.05 -0.52 0.04
0.01 0.40 0.10
-1.06 -0.47 -0.22
0.71 -0.23 -0.10
-0.07 0.52 0.19
0.06 0.13 0.06
0.47 0.06 -0.03
0.03 0.08 0.05
0.04 -0.10 0.01
-0.06 0.05 0.10
-0.03 -0.08 0.07
0.01 0.09 0.04
-0.01 0.12 0.00
-0.05 -0.11 -0.06
-0.04 -0.12 -0.07
0.05 0.07 0.04
0.06 0.10 0.03
0.03 -0.09 0.02
0.04 -0.09 0.06
-0.07 0.07 -0.02
-0.08 0.11 0.00
0.10 -0.02 -0.01
0.10 -0.07 0.00
-0.11 -0.03 -0.09
-0.07 0.10 -0.06
-0.12 0.00 0.05

LUMO energy: 0.881 eV
Total energy: -651.383722 Eh
Charge: 0
Structure (SMILES): CCCCCCCCCc1nc(N)n[nH]1
HOMO: -8.31 eV



Q: Which of these has the lowest total energy?
A: C11H22BF2N4O4P